[1]
152
Properties=species:S:1:pos:R:3:mulliken_spin:R:1 method="wB97M-V/def2-TZVPD" multiplicity=3 lumo_energy_ev="-1.3928 / -4.2390" s2=2.00 e_homo_ev="-11.67 / -12.54" charge=+1
Pt -14.74435 -6.30626 27.28890 1.331
C -14.89185 -17.52781 28.33882 0.000
C -14.61643 -16.50029 27.19081 0.000
C -14.45896 -15.09574 27.71897 0.000
C -15.74072 -14.60137 28.34673 0.000
P -15.47264 -13.01877 29.21375 0.000
C -14.86480 -13.27226 30.87706 0.000
C -15.50136 -14.63518 31.48760 0.000
C -15.34423 -14.60072 32.98721 0.000
C -15.98694 -15.93704 33.51068 0.000
C -14.38016 -11.92937 28.21345 0.001
C -15.02872 -11.57226 26.85934 0.000
C -14.06888 -11.64067 25.63675 0.000
C -14.83809 -11.05964 24.43857 0.001
C -17.07974 -12.27101 29.29562 0.000
C -17.01050 -10.77493 29.36863 0.005
C -18.45383 -10.29264 29.34539 0.001
C -19.16087 -10.50526 28.05079 0.000
H -13.93323 -17.94313 28.68411 0.000
H -15.46054 -18.41354 28.02482 0.000
H -15.45770 -17.07334 29.11871 0.000
H -15.45003 -16.48173 26.46512 0.000
H -13.73301 -16.80462 26.72030 0.000
H -14.28836 -14.39842 26.91089 0.000
H -13.66174 -15.05931 28.40772 0.000
H -16.13125 -15.34910 29.04308 0.000
H -16.46042 -14.31974 27.54289 0.000
H -15.01385 -12.39349 31.49247 0.000
H -13.78804 -13.41645 30.82700 0.000
H -14.90153 -15.47501 31.14636 0.000
H -16.51880 -14.74702 31.11022 0.000
H -15.82453 -13.75807 33.51734 0.000
H -14.25849 -14.65378 33.17808 0.000
H -15.81973 -16.00919 34.55150 0.000
H -15.52180 -16.76064 33.01660 0.000
H -17.10859 -15.96324 33.49713 0.000
H -13.37593 -12.42947 28.02098 0.000
H -14.17883 -11.01796 28.74169 0.000
H -15.38250 -10.53190 26.91992 -0.003
H -15.89313 -12.24420 26.69883 0.000
H -13.85267 -12.72518 25.44921 0.000
H -13.19277 -11.09900 25.91210 0.000
H -15.41839 -10.27180 24.90997 0.000
H -15.48000 -11.81281 23.95919 0.000
H -14.18406 -10.66225 23.66278 0.000
H -17.64402 -12.69072 30.10372 0.000
H -17.56285 -12.66567 28.36276 0.000
H -16.55854 -10.29475 28.51285 -0.010
H -16.45133 -10.45101 30.25692 0.001
H -18.29127 -9.22046 29.48353 -0.001
H -19.03260 -10.64398 30.20749 0.000
H -19.10547 -9.62382 27.36311 0.000
H -20.23618 -10.68300 28.24156 0.000
H -18.78386 -11.40767 27.52549 0.000
C -19.53713 0.06641 32.88644 0.000
C -18.69753 -0.67141 31.87171 0.000
C -18.95448 -0.13564 30.39519 0.000
C -18.09594 -0.83981 29.36177 0.000
P -18.73982 -0.87412 27.69316 0.000
C -17.64496 -1.75801 26.62792 0.000
C -16.16220 -1.33821 26.53232 0.003
C -15.35347 -2.15689 25.50523 -0.004
C -15.65026 -1.60575 24.10364 0.000
C -20.36210 -1.64323 27.76516 0.000
C -20.44235 -2.88617 28.71551 0.000
C -21.83310 -3.51669 28.73703 0.000
C -22.21095 -4.58077 27.62395 0.000
C -18.98178 0.90815 27.18451 0.000
C -17.69662 1.61497 27.47984 0.000
C -17.72718 2.99739 26.88950 0.000
C -18.00377 3.07943 25.35274 0.000
H -19.79636 1.10437 32.58918 0.000
H -19.04154 0.21910 33.86172 0.000
H -20.46352 -0.46740 33.05707 0.000
H -18.85052 -1.74061 31.87680 0.000
H -17.65396 -0.60335 32.17413 0.000
H -18.94916 0.98513 30.33366 0.000
H -19.99962 -0.38754 30.26245 0.000
H -17.84013 -1.84825 29.67980 0.000
H -17.12524 -0.32687 29.25038 0.000
H -18.14726 -1.66620 25.61442 0.000
H -17.80979 -2.78229 27.00829 -0.003
H -15.73777 -1.48529 27.50386 -0.002
H -16.01145 -0.22850 26.28975 0.001
H -15.50471 -3.21211 25.61289 0.005
H -14.34550 -2.07937 25.76585 0.001
H -16.58755 -2.00657 23.63404 0.000
H -14.90714 -1.98456 23.42443 0.000
H -15.54263 -0.54905 24.09037 0.000
H -20.65060 -2.10878 26.77153 0.000
H -21.10039 -0.77150 27.94505 0.000
H -20.10506 -2.61835 29.71042 0.000
H -19.71376 -3.68985 28.37331 0.000
H -22.54926 -2.67678 28.72118 0.000
H -22.00409 -4.04941 29.71817 0.000
H -22.60674 -4.13509 26.71642 0.000
H -23.06860 -5.19003 27.98171 0.000
H -21.29077 -5.24048 27.46124 0.000
H -19.72254 1.18435 27.89670 0.000
H -19.26989 0.88229 26.14168 0.000
H -16.77086 1.06998 27.20179 0.000
H -17.54107 1.85264 28.51791 0.000
H -16.82578 3.53104 27.15111 0.000
H -18.47021 3.55724 27.45453 0.000
H -19.08392 2.79858 25.23454 0.000
H -17.46136 2.41792 24.68806 0.000
H -18.00458 4.10356 25.05406 0.000
C -11.04518 -8.44344 26.71017 0.001
F -9.95886 -7.83064 27.07181 0.000
F -11.44200 -7.82220 25.53270 0.000
F -10.78306 -9.74684 26.45513 0.000
S -12.42788 -8.32037 27.91229 0.015
O -13.53445 -9.02565 27.32688 0.040
O -11.86642 -8.82523 29.12077 0.005
N -12.80742 -6.77536 28.00161 0.061
S -11.91975 -5.61955 28.76847 0.010
O -12.61087 -4.99770 29.79402 0.000
O -10.60830 -5.97459 29.10828 0.008
C -11.81889 -4.38816 27.43732 0.003
F -11.19936 -4.83536 26.43277 0.000
F -13.10864 -4.11121 27.02204 0.027
F -11.38585 -3.26288 27.90798 0.001
C -18.72904 -5.34867 24.47051 0.001
F -18.45325 -6.00406 23.35135 0.000
F -18.18943 -4.14988 24.45136 0.000
F -20.10804 -5.28048 24.50027 0.000
S -17.97971 -6.18760 25.97684 0.020
O -18.21732 -5.28254 27.05443 0.002
O -18.53770 -7.49722 26.06937 0.000
N -16.41697 -6.16963 25.72395 0.006
S -15.60957 -7.04882 24.54586 0.014
O -14.41298 -7.56446 25.21264 0.076
O -16.31838 -7.93627 23.68678 0.012
C -14.93041 -5.59440 23.61990 -0.010
F -15.89494 -4.78892 23.21391 0.000
F -14.09303 -4.91425 24.40776 -0.004
F -14.31690 -5.96174 22.51364 0.000
C -15.06663 -7.39982 31.32887 -0.008
F -15.51731 -6.77959 32.43616 0.000
F -13.78910 -7.16508 30.97185 0.000
F -15.12986 -8.74495 31.46049 0.000
S -16.19884 -6.86630 29.87716 0.073
O -15.81708 -7.75592 28.72777 0.183
O -17.52687 -6.76773 30.44030 0.012
N -15.55435 -5.47328 29.48775 0.129
S -16.26108 -4.05720 29.64004 -0.049
O -15.59408 -3.25034 28.70022 0.031
O -17.70368 -4.04293 29.70262 0.007
C -15.46858 -3.31697 31.14608 0.007
F -14.23775 -3.63842 31.20111 0.000
F -15.55229 -1.94263 30.94660 0.002
F -16.14239 -3.65461 32.23229 0.000



[2]
126
Properties=species:S:1:pos:R:3:mulliken_charge:R:1 method="wB97M-V/def2-TZVPD" lumo_energy_ev=0.3856 e_homo_ev=-8.38
C -3.42422 0.81238 -1.17661 -1.361
C -2.04696 1.51390 -1.16353 0.092
N -1.44490 1.40781 0.16224 -0.172
C -0.08671 1.88522 0.24914 3.007
C 0.85858 1.47513 -0.92786 -0.598
C 2.27805 1.17088 -0.55982 0.020
O 2.66110 0.22182 0.07422 -0.512
O 3.17342 2.09856 -1.06215 -0.373
C 0.33099 1.38118 1.66213 -1.475
O 0.59565 0.24524 1.99111 -0.537
O 0.29292 2.37820 2.56320 -0.246
C 0.65915 3.59288 1.90006 -0.401
C 0.13286 3.40865 0.45831 -1.219
I -1.52392 4.77005 0.22726 0.071
H -4.15922 1.45556 -1.64198 0.398
H -3.70698 0.54692 -0.16946 0.259
H -3.36627 -0.08477 -1.78443 0.339
H -1.44663 1.03828 -1.94039 -0.263
H -2.20876 2.54771 -1.43466 0.426
H -1.38366 0.42142 0.42045 0.611
H 0.82450 2.26897 -1.65821 0.524
H 0.45441 0.57821 -1.38459 0.095
H 3.89033 1.58378 -1.44142 0.354
H 0.19182 4.43913 2.37462 0.363
H 1.74429 3.63204 1.95271 0.172
H 0.89299 3.86012 -0.16396 0.466
C 0.72809 -1.53143 6.66106 -1.195
C 0.79012 -0.03477 6.46392 0.667
O 1.25810 0.69337 7.30984 -0.557
C 0.24543 0.50763 5.17018 -0.581
H 1.15140 -1.78963 7.62917 0.344
H -0.30835 -1.86993 6.62121 0.314
H 1.29509 -2.03368 5.87595 0.305
H -0.81236 0.25360 5.07247 0.366
H 0.78661 0.09280 4.32221 0.288
H 0.35380 1.58879 5.15741 0.048
C -2.08984 -3.72022 -0.25477 -0.937
C -1.25897 -2.55731 0.20777 0.567
O -1.70079 -1.42993 0.24346 -0.499
C 0.16327 -2.84693 0.61596 -0.618
H -3.08885 -3.37800 -0.51815 0.313
H -1.62108 -4.18105 -1.12500 -0.002
H -2.16387 -4.46384 0.53986 0.398
H 0.70657 -3.28570 -0.22367 0.195
H 0.17226 -3.55211 1.44905 0.358
H 0.65181 -1.92290 0.92256 0.058
C -0.42350 -8.39200 -2.34341 -1.022
C -0.70964 -6.95580 -2.69852 0.801
O -0.46023 -6.05898 -1.92111 -0.472
C -1.31323 -6.69491 -4.05400 -0.766
H 0.01089 -8.43612 -1.34742 0.181
H -1.34624 -8.97407 -2.36193 0.349
H 0.28293 -8.81946 -3.05616 0.329
H -2.26830 -7.20571 -4.14363 0.341
H -0.64771 -7.05585 -4.83330 0.168
H -1.46695 -5.62408 -4.17991 0.082
C -0.54903 -8.48619 -8.08639 -1.071
C -1.97184 -8.18174 -7.68316 0.802
O -2.28322 -8.03664 -6.52437 -0.491
C -2.98484 -8.06699 -8.79527 -1.138
H 0.07802 -8.54363 -7.19978 0.258
H -0.50596 -9.43950 -8.61465 0.343
H -0.17013 -7.70100 -8.74219 0.322
H -3.03703 -9.00429 -9.35099 0.338
H -2.70147 -7.26563 -9.47924 0.343
H -3.96260 -7.84724 -8.37428 0.293
C 2.70279 7.91284 1.02940 -1.140
C 1.79829 7.37530 2.11152 0.845
O 0.78114 6.78122 1.84440 -0.462
C 2.21941 7.60247 3.54276 -1.022
H 2.27973 7.67610 0.05579 0.285
H 2.80206 8.99505 1.11927 0.393
H 3.68982 7.45414 1.11041 0.284
H 2.29444 8.67226 3.74514 0.388
H 3.19076 7.13915 3.72433 0.332
H 1.48255 7.15999 4.21034 0.137
C 1.77817 -7.83239 2.43468 -1.133
C 2.33690 -7.68483 1.04016 0.909
O 2.17154 -8.53556 0.19908 -0.559
C 3.10817 -6.42173 0.74572 -0.818
H 1.24718 -8.77766 2.51475 0.308
H 2.58733 -7.81333 3.16621 0.356
H 1.08803 -7.01486 2.64856 0.273
H 3.97066 -6.34571 1.40975 0.372
H 2.46813 -5.55054 0.89414 0.034
H 3.45153 -6.43916 -0.28551 0.284
C -0.76356 -2.03547 -4.45352 -0.986
C 0.29353 -1.02992 -4.06695 0.997
O 0.06445 0.15611 -4.04924 -0.572
C 1.65097 -1.57738 -3.69492 -1.108
H -1.68784 -1.51533 -4.69278 0.378
H -0.43678 -2.60580 -5.32458 0.407
H -0.94416 -2.72500 -3.62635 0.048
H 2.07550 -2.12931 -4.53477 0.459
H 1.56301 -2.24807 -2.83834 0.167
H 2.31510 -0.75553 -3.43695 0.266
C -2.54724 4.76300 6.09128 -1.164
C -1.03957 4.67346 6.07971 0.936
O -0.38919 5.22328 5.22204 -0.512
C -0.39872 3.86737 7.18324 -1.184
H -2.88073 5.36577 5.24971 0.274
H -2.98060 3.76494 6.01021 0.319
H -2.88747 5.22361 7.02017 0.372
H -0.74808 2.83498 7.14346 0.236
H -0.65311 4.29387 8.15505 0.471
H 0.68114 3.87396 7.06239 0.263
C 4.87349 6.37206 -2.09257 -1.038
C 5.89556 7.35198 -1.56941 0.856
O 5.64612 8.52785 -1.45678 -0.547
C 7.24524 6.79024 -1.19001 -1.127
H 3.95292 6.90128 -2.32608 0.262
H 5.24539 5.88703 -2.99623 0.417
H 4.66620 5.61075 -1.33817 0.236
H 7.71323 6.32266 -2.05755 0.338
H 7.13183 6.04248 -0.40349 0.306
H 7.88389 7.59289 -0.82984 0.310
C -7.11814 4.17325 0.10929 -1.194
C -5.76840 3.91981 0.74219 0.807
O -5.14370 2.91577 0.50996 -0.478
C -5.25032 4.98486 1.67779 -0.913
H -7.37714 3.33819 -0.53712 0.296
H -7.88105 4.27726 0.88246 0.344
H -7.08800 5.08877 -0.48366 0.335
H -5.94582 5.10667 2.51043 0.379
H -5.15178 5.93219 1.14472 0.335
H -4.27601 4.69454 2.06716 0.077



[3]
133
Properties=species:S:1:pos:R:3:mulliken_charge:R:1 method="wB97M-V/def2-TZVPD" lumo_energy_ev=-0.9536 relative_energy_ev=0.000 e_homo_ev=-8.04
N 0.08478 -0.26300 3.71833 -0.805
C 0.46528 -0.06830 2.51981 0.047
C 0.21573 1.29989 1.87628 0.519
N 1.35496 1.88677 1.11136 0.322
C 2.26511 0.91521 0.58719 -1.043
C 2.04724 0.41314 -0.71707 -0.317
C 2.92556 -0.50947 -1.29984 -0.658
C 4.06539 -0.98376 -0.62259 -0.598
C 4.29459 -0.49319 0.68376 -0.662
C 3.40881 0.43223 1.25763 1.095
S 3.70319 1.09436 2.90734 -0.284
C 3.11807 2.78176 2.66870 0.763
C 3.73685 3.87697 3.30115 -0.582
C 3.22545 5.16885 3.08002 -0.510
C 2.09010 5.35406 2.26757 -0.732
C 1.49289 4.24919 1.64558 -0.181
C 2.00874 2.94733 1.81962 -0.346
H -0.33724 0.58679 4.09834 0.271
H 0.90598 -0.92815 2.00895 0.554
H -0.10575 2.06127 2.60055 -0.678
H -0.63292 1.18326 1.17083 0.213
H 1.18086 0.80431 -1.25429 0.525
H 2.69842 -0.85297 -2.31164 0.436
H 4.77794 -1.68263 -1.07396 0.496
H 5.18132 -0.86435 1.19993 0.403
H 4.60413 3.72614 3.94608 0.398
H 3.74089 6.00402 3.55638 0.388
H 1.65713 6.33948 2.08808 0.420
H 0.61376 4.39883 1.01503 0.458
O -0.43461 -3.11905 -3.58374 -0.816
P -1.22233 -3.29048 -2.31182 1.061
O -0.27913 -4.38008 -1.51049 -0.270
C 0.95651 -3.91509 -0.96578 -0.616
C 0.72719 -2.99625 0.21813 -0.689
O -2.39237 -4.27737 -2.94488 -0.407
C -2.73974 -4.20743 -4.32955 -0.392
C -2.06049 -5.31820 -5.10919 -1.171
O -2.19939 -3.02239 -0.98042 -0.125
C -3.13008 -3.97994 -0.45198 -0.119
C -2.52908 -5.25509 0.09792 -1.158
H 1.54046 -3.40831 -1.73997 0.226
H 1.51960 -4.79528 -0.65312 0.339
H 0.20519 -2.08841 -0.10047 0.131
H 1.67281 -2.70499 0.67918 0.529
H 0.10235 -3.47653 0.97197 0.270
H -2.49598 -3.22972 -4.74418 0.364
H -3.82422 -4.31767 -4.40011 0.370
H -1.01015 -5.42126 -4.83999 0.287
H -2.13071 -5.13981 -6.18346 0.363
H -2.53659 -6.27608 -4.88952 0.315
H -3.90558 -4.19950 -1.18296 0.322
H -3.62782 -3.45873 0.36977 0.320
H -2.15948 -5.90084 -0.69679 0.286
H -3.29374 -5.81378 0.64232 0.439
H -1.70431 -5.04671 0.77823 0.193
O 7.61683 -2.29403 -1.55219 -0.748
P 7.81450 -3.29939 -2.65720 1.318
O 8.81383 -4.34415 -1.85922 -0.299
C 8.26677 -5.17610 -0.83785 -0.336
C 7.36973 -6.26623 -1.39854 -0.912
O 8.90128 -2.42438 -3.53854 -0.443
C 8.86944 -0.99417 -3.52483 -0.322
C 9.92079 -0.44441 -2.57907 -1.123
O 7.61523 -4.35177 -3.91748 -0.440
C 8.63436 -4.68829 -4.87168 -0.212
C 9.84258 -5.41375 -4.32058 -0.881
H 7.72157 -4.56359 -0.11358 0.270
H 9.11191 -5.62769 -0.31723 0.304
H 6.48663 -5.83931 -1.88195 0.260
H 7.03713 -6.93573 -0.60445 0.404
H 7.89422 -6.85140 -2.15393 0.171
H 7.87634 -0.62839 -3.26495 0.306
H 9.07398 -0.65335 -4.54183 0.342
H 9.93030 -0.97475 -1.62781 0.286
H 9.75501 0.61672 -2.38668 0.364
H 10.91532 -0.56211 -3.01437 0.323
H 8.93356 -3.80630 -5.43435 0.237
H 8.13860 -5.34835 -5.58672 0.341
H 10.47193 -4.75344 -3.72639 0.260
H 10.45156 -5.78772 -5.14660 0.406
H 9.55159 -6.25788 -3.69690 0.143
O -5.57377 5.43949 4.67840 -0.817
P -4.07998 5.32235 4.74094 1.194
O -3.86537 3.69608 4.69761 -0.311
C -4.12472 2.99729 3.47979 -0.507
C -3.07829 3.29344 2.42297 -0.264
O -3.88338 5.63630 6.34844 -0.400
C -4.84368 6.41969 7.06053 -0.387
C -5.79005 5.52682 7.84108 -1.093
O -2.50164 5.69161 4.44348 -0.361
C -1.42578 5.49078 5.37108 -0.316
C -1.13212 4.05116 5.73299 -0.675
H -5.12496 3.24381 3.11259 0.304
H -4.11459 1.93318 3.71930 0.278
H -3.10258 4.34634 2.12998 0.285
H -3.24537 2.68450 1.53241 0.309
H -2.07730 3.09195 2.80465 -0.169
H -5.39011 7.07630 6.38429 0.356
H -4.29304 7.06452 7.74888 0.347
H -6.14194 4.68653 7.24417 0.280
H -6.65430 6.09069 8.19588 0.363
H -5.27790 5.10399 8.70795 0.303
H -1.57482 6.09483 6.26397 0.262
H -0.54532 5.90190 4.87181 0.394
H -1.90498 3.63199 6.37541 0.297
H -0.18866 3.99644 6.28029 0.470
H -1.05224 3.42527 4.84386 -0.120
O -4.53969 2.37446 -1.20510 -0.654
P -5.36104 1.72483 -2.28056 0.994
O -6.81672 2.45618 -2.08190 -0.256
C -6.95252 3.83068 -2.44503 -0.357
C -6.91430 4.03718 -3.94898 -0.943
O -5.61556 0.27372 -1.53962 -0.385
C -4.68958 -0.21501 -0.56763 0.051
C -5.20181 0.05413 0.83546 -1.275
O -5.71615 1.07064 -3.74896 -0.378
C -6.63689 -0.01061 -3.95638 -0.107
C -8.08105 0.28166 -3.61258 -0.946
H -6.17361 4.42177 -1.95500 0.254
H -7.91398 4.16313 -2.05299 0.337
H -5.94023 3.75837 -4.35972 0.281
H -7.10632 5.08140 -4.19781 0.406
H -7.65924 3.41541 -4.44587 0.170
H -3.70108 0.21944 -0.71615 0.328
H -4.58376 -1.29105 -0.72082 -0.004
H -5.58954 1.06707 0.94258 0.306
H -4.41176 -0.09922 1.57370 0.341
H -6.02605 -0.62214 1.07106 0.447
H -6.28959 -0.90864 -3.44920 0.196
H -6.57815 -0.22626 -5.02537 0.353
H -8.23316 0.34461 -2.53621 0.266
H -8.71588 -0.52538 -3.98438 0.414
H -8.41600 1.21730 -4.05864 0.157



Number 1: E_tot -205353.21125 eV. Number 2: E_tot -78828.97064 eV. Number 3: E_tot -124304.67169 eV.